w | 46
Properties=species:S:1:pos:R:3 method="wB97M-V/def2-TZVPD" charge=+1 spin_multiplicity=1 homo_energy_ev=-12.23
C -1.46017 2.65145 -1.47566
C -0.61128 1.40304 -1.60512
C -1.74096 0.46593 -2.25725
C -1.24428 -1.05289 -2.50308
C 0.03316 -2.76902 -0.97343
N -0.87014 -1.56867 -1.08153
N -0.28402 0.82491 -0.20628
H -0.91686 3.49103 -0.89395
H -2.39396 2.66161 -0.87549
H -1.83456 3.11868 -2.56246
H 0.22455 1.65382 -2.45854
H -2.21772 0.74421 -3.16774
H -2.57331 0.46752 -1.47907
H -1.95461 -1.61671 -3.09397
H -0.48477 -1.05503 -3.23832
H -0.30261 -3.64058 -1.47750
H 0.98384 -2.66820 -1.49702
H 0.12256 -3.00904 0.00145
H -1.67791 -1.85128 -0.50754
H -1.18629 0.62205 0.32398
H 0.51191 1.27575 0.24554
H 0.07628 -0.21390 -0.39666
H 0.42439 0.20995 2.65407
H 1.21021 -0.93892 3.44745
O 0.44815 -0.67659 2.95462
H 3.29789 -0.67437 -1.14702
H 2.55326 0.68845 -1.43608
O 2.52619 -0.18607 -0.93451
H -1.67131 -1.22580 4.05260
H -0.80002 -0.23902 4.50032
O -1.72563 -0.31860 4.39988
H 3.04565 -0.65374 2.24810
H 3.73004 0.70725 2.93990
O 3.25121 0.33704 2.19907
H -2.23331 -1.21917 1.56096
H -1.47461 0.00942 2.28406
O -1.92006 -0.28628 1.47215
H 2.16433 1.55696 0.46142
H 3.48086 2.20962 1.08227
O 2.51818 2.43643 0.72611
H 1.92784 3.18369 -2.72537
H 2.60857 2.67592 -1.43171
O 2.44153 2.48063 -2.33755
H -2.30543 -3.80749 0.87866
H -1.76508 -3.25154 2.10713
O -1.93171 -2.95246 1.22309

---

x | 46
Properties=species:S:1:pos:R:3 method="wB97M-V/def2-TZVPD" charge=+1 spin_multiplicity=1 homo_energy_ev=-12.60
N -0.46598 0.69975 0.30435
C -1.43987 -0.38542 -0.25781
C -1.45814 -1.59180 0.73397
C -0.35146 -2.59033 0.46662
C -0.08153 -3.24708 1.83855
C -2.87344 0.11689 -0.61001
N -2.93283 1.56265 -0.84389
H 0.09162 0.24648 1.01697
H 0.04689 1.06932 -0.51939
H -0.83005 1.55778 0.73268
H -0.92664 -0.56739 -1.20381
H -2.44824 -2.01513 0.49088
H -1.54943 -1.24846 1.76292
H 0.49742 -1.98062 0.14938
H -0.58283 -3.41293 -0.19746
H -0.99117 -3.59166 2.29972
H 0.51015 -2.55272 2.43475
H 0.48516 -4.19103 1.86075
H -3.26063 -0.50898 -1.42146
H -3.53764 0.03561 0.27171
H -3.58006 2.00721 -0.22160
H -3.09469 1.80515 -1.81864
H 1.17038 2.50691 -1.51034
H 0.36170 2.23411 -2.75468
O 0.78408 1.77946 -2.01242
H 2.63983 -0.05591 -1.93756
H 4.06163 0.45878 -1.46871
O 3.22182 0.08911 -1.18668
H 0.89219 4.13738 0.17497
H -0.67482 4.51734 0.45782
O -0.03222 3.87600 0.16273
H -1.64840 2.04895 2.78811
H -1.10506 3.53041 2.62073
O -1.18442 2.66807 2.21154
H 1.40960 0.93125 -3.76915
H 1.04455 0.33421 -5.10168
O 1.62495 1.00596 -4.71499
H 0.19373 -1.98540 3.99066
H 0.89033 -0.49905 4.31344
O 0.24987 -1.03455 3.84351
H 2.13785 -3.91510 -2.90668
H 2.20192 -2.45603 -2.07555
O 1.80675 -3.03033 -2.72820
H 3.31045 0.90360 1.99896
H 2.90365 0.10028 0.81220
O 2.51297 0.63724 1.52279

---

Quick one: least stable of them? w

---

w | 23
Properties=species:S:1:pos:R:3 method="wB97M-V/def2-TZVPD" spin_multiplicity=1 homo_energy_ev=-8.23 smiles="C#C[Si](=C)C.C=C(C)C"
C -4.78677 1.75208 -0.41199
C -3.91076 0.96175 -0.19395
C 1.80346 -0.18270 -1.67207
C 1.93963 0.08444 -0.22051
C 2.33663 1.38130 0.24864
C -3.25455 -1.45707 1.42061
C -1.35810 -0.64562 -1.17293
C 1.89851 -0.92424 0.62538
Si -2.61288 -0.40735 -0.00654
H -5.49710 2.50223 -0.53386
H 1.38432 -1.11679 -1.99536
H 2.88568 -0.08056 -2.09520
H 1.79662 2.14203 -0.26964
H 1.88957 1.67326 1.29718
H 3.45806 1.63633 0.20865
H -2.46675 -2.16460 1.72445
H -3.47515 -0.74088 2.37527
H -4.18746 -2.14877 1.17426
H -1.06728 0.11994 -1.79007
H 1.05855 0.43699 -2.19918
H -0.61515 -1.41038 -1.29356
H 1.76732 -1.98969 0.30561
H 1.90492 -0.66169 1.63279

---

x | 23
Properties=species:S:1:pos:R:3 method="wB97M-V/def2-TZVPD" spin_multiplicity=1 homo_energy_ev=-8.61
C 3.09833 1.33363 -2.07893
C -1.45912 0.52715 -2.58312
C 2.28830 1.53794 -1.06921
C -0.27774 0.25897 -2.04352
C 0.45044 -0.41241 1.18605
C -0.65656 -0.90366 1.69664
C -0.53843 -1.98922 2.75305
C -1.97254 -0.46614 1.36830
Si 0.47565 1.25653 -0.62789
H 4.17423 1.68800 -2.31326
H 2.85005 0.78692 -2.90637
H -1.91626 -0.18485 -3.19141
H -1.92888 1.30128 -2.09673
H 2.70079 2.11249 -0.32540
H 0.13537 -0.69524 -2.39630
H 1.46122 -0.75930 1.52417
H 0.42008 -1.96542 3.12211
H -1.34089 -1.94049 3.56930
H -0.68838 -2.95804 2.34680
H -2.65068 -1.26490 1.19492
H -2.08504 0.27329 0.48778
H -2.42018 0.12571 2.28679
H -0.11974 2.33774 0.09624

---

Quick one: least stable of them? w

---

w | 59
Properties=species:S:1:pos:R:3 method="wB97M-V/def2-TZVPD" s2=0.800 charge=-1 spin_multiplicity=2 homo_energy_ev="-5.00 / -5.01"
Ir 0.09866 0.49895 0.03297
O 3.57922 2.22790 -5.92214
C 2.94381 2.03175 -4.92386
S 1.35927 1.23956 -4.89210
C 1.12285 1.32344 -3.15561
C 2.09250 1.88533 -2.43215
S 2.05677 2.03597 -0.72254
S 3.48593 2.50086 -3.30091
S -0.32704 0.69416 -2.49141
O -1.99027 -0.07199 -0.50303
S -3.20493 -0.40057 0.34212
C -3.13953 -2.18286 0.56234
C -2.21409 -2.92386 -0.14613
C -2.15743 -4.29354 0.06391
C -3.00954 -4.88930 0.98200
C -3.93204 -4.12570 1.68656
C -3.99937 -2.75877 1.48309
C -4.49800 -0.45636 -0.92431
C -5.82570 -0.49420 -0.52920
C -6.81703 -0.60522 -1.49143
C -6.47475 -0.67111 -2.83535
C -5.14353 -0.59291 -3.21993
C -4.14632 -0.48373 -2.26225
H -1.52408 -2.44765 -0.82970
H -1.42678 -4.87476 -0.48239
H -2.94683 -5.95493 1.16272
H -4.57177 -4.59257 2.42399
H -4.67867 -2.13655 2.05202
H -6.08001 -0.44385 0.52270
H -7.85671 -0.63355 -1.19267
H -7.24837 -0.78027 -3.58442
H -4.87609 -0.61574 -4.26802
H -3.10320 -0.42275 -2.54321
C 4.31302 -2.49096 1.67784
N 3.39460 -1.41348 1.98491
C 3.27735 -0.92075 3.35123
C 2.66505 -0.84866 1.04334
O 1.89343 0.09665 1.29331
H 4.18749 -3.29474 2.40266
H 5.34922 -2.14411 1.71019
H 4.08946 -2.88678 0.68967
H 3.81964 -1.58412 4.01955
H 2.22709 -0.88220 3.64019
H 3.69055 0.08662 3.42578
H 2.80709 -1.24078 0.03629
F -0.10148 3.19170 1.24710
C -0.86981 2.34666 0.54339
F -1.25688 3.01197 -0.55958
F -1.97817 2.12672 1.26493
F -0.57097 -0.64973 4.30533
B -1.33182 -1.06020 3.22259
F -0.64860 -0.59860 2.00616
F -1.42898 -2.44097 3.16687
F -2.60269 -0.47330 3.22576
F 0.63625 -1.66381 -0.81728
B 1.37528 -2.88142 -1.12294
F 2.50321 -2.49410 -1.85553
F 0.54667 -3.72089 -1.84313
F 1.77400 -3.45633 0.08672

---

x | 59
Properties=species:S:1:pos:R:3 method="wB97M-V/def2-TZVPD" s2=0.756 charge=-1 spin_multiplicity=2 homo_energy_ev="-4.91 / -4.87"
Ir -1.12023 -1.23566 -0.64242
O -6.62468 0.71780 -4.44634
C -5.65683 0.32801 -3.85206
S -4.05081 1.07673 -3.98298
C -3.25514 -0.02203 -2.88057
C -3.98078 -0.97178 -2.32114
S -3.29735 -2.12873 -1.22341
S -5.67972 -1.05078 -2.73024
S -1.56133 0.15113 -2.55527
O 0.69026 -0.26549 -1.39391
S 2.15323 -0.45374 -0.99661
C 2.42910 0.75628 0.28642
C 1.46925 1.72386 0.52013
C 1.68493 2.63431 1.54448
C 2.84250 2.56055 2.30566
C 3.79226 1.57722 2.05563
C 3.58417 0.65503 1.04447
C 2.98632 0.41454 -2.32457
C 4.35332 0.23751 -2.46665
C 5.02442 0.94064 -3.45516
C 4.32425 1.79778 -4.29372
C 2.95019 1.94145 -4.15623
C 2.26898 1.24664 -3.16714
H 0.55571 1.75387 -0.05818
H 0.92853 3.38079 1.74512
H 2.99845 3.26115 3.11633
H 4.67562 1.50383 2.67643
H 4.28368 -0.15315 0.87178
H 4.88750 -0.43979 -1.81089
H 6.09196 0.81109 -3.57662
H 4.85164 2.35316 -5.05865
H 2.40173 2.59536 -4.82162
H 1.19789 1.34227 -3.04604
C -3.62815 -0.40898 4.02466
N -2.84160 -1.31245 3.20724
C -2.13019 -2.43081 3.81819
C -2.75267 -1.13374 1.90762
O -2.10691 -1.92682 1.19104
H -3.04158 -0.10144 4.88953
H -4.54639 -0.89095 4.36796
H -3.86996 0.47912 3.44508
H -2.17722 -2.32249 4.89913
H -1.09046 -2.43564 3.49182
H -2.58469 -3.37881 3.52742
H -3.28305 -0.27268 1.49905
F -1.07850 -4.01210 -1.28553
C -0.45950 -2.87155 -1.64254
F -0.59372 -2.75314 -2.97216
F 0.85600 -3.06182 -1.40381
F 1.05749 -2.93369 2.84877
B 1.50662 -1.87524 2.06804
F 0.43474 -1.57715 1.09588
F 1.71208 -0.73263 2.82004
F 2.64539 -2.21397 1.33784
F -1.50626 0.82043 0.34013
B -2.05676 1.86470 1.21406
F -3.43620 1.88722 1.00164
F -1.44560 3.05736 0.87281
F -1.78194 1.49740 2.53006

---

Quick one: least stable of them? w

---

w | 14
Properties=species:S:1:pos:R:3 method="wB97M-V/def2-TZVPD" spin_multiplicity=1 homo_energy_ev=-7.91
C 0.94976 -1.41862 0.80990
C -0.44365 -1.49203 0.46030
C 1.54991 -0.14340 0.81263
C 0.12045 0.98507 -0.68160
N 1.00094 0.91693 0.28750
N -1.12966 -0.50543 -0.08104
N -0.75523 2.03765 -0.82908
Cl 0.51947 0.31195 -2.22858
H 1.46928 -2.35841 1.13345
H -0.94680 -2.44042 0.62781
H 2.47438 0.01950 1.34154
H -2.13857 -0.72057 -0.11430
H -1.45876 2.31925 -1.53684
H -1.21151 2.48852 -0.00169

---

x | 14
Properties=species:S:1:pos:R:3 method="wB97M-V/def2-TZVPD" spin_multiplicity=1 homo_energy_ev="-7.89 / -7.65"
C -1.52675 -0.12084 -0.83194
C -0.49661 -0.80581 -0.21027
C 0.54914 2.11605 -0.87909
C -0.30195 -2.22608 0.30558
N 0.61671 1.33534 0.08161
N 0.54468 0.03426 0.29971
N 0.09325 3.36608 -0.83883
Cl -2.73231 -1.17850 -1.49583
H 0.60523 -2.55057 0.57299
H -1.03978 -2.40293 1.07104
H -0.81613 -2.92049 -0.49955
H 1.41342 -0.22563 0.71064
H -0.77655 3.38724 -0.23677
H 0.11758 3.70796 -1.78928

---

Quick one: least stable of them? x